C6H15BrN as an isolated structure, computed with wB97M-V/def2-TZVPD.

The total charge is +1. Its total energy is -2866.03457 a.u. As for the HOMO-LUMO gap: 10.27 eV. The LUMO energy comes out at -3.1 eV. The highest occupied orbital energy comes out at -13.387 eV. For the relative energy (zero: lowest compared OMol25 entry of this formula, charge and spin), the calculation gives 73.3 kcal per mole. For the molecular weight, the calculation gives 181.1 g mol⁻¹.

Positions of all 23 atoms, in Å:
1 C 1.15262 -1.03422 1.44243
2 C 1.92879 -1.93559 -0.87430
3 C -0.64789 2.11814 0.50961
4 C -2.43344 0.92662 -0.54198
5 C -0.24723 -0.08369 -0.64048
6 C 1.45313 -0.77760 0.04912
7 N -1.14759 0.77838 0.15757
8 Br 2.73169 0.76749 -0.20153
9 H 1.04205 -0.23652 2.19530
10 H 1.90401 -1.81069 1.85240
11 H 0.27473 -1.73293 1.47801
12 H 2.30921 -1.56526 -1.88993
13 H 1.14716 -2.52513 -1.21881
14 H 2.73522 -2.48463 -0.47752
15 H -1.50254 2.56097 1.07958
16 H 0.29279 1.80611 1.05325
17 H -0.47377 2.71711 -0.43433
18 H -3.34373 1.09183 0.09755
19 H -2.31312 1.79439 -1.33172
20 H -2.86876 0.03673 -1.02054
21 H 0.09374 0.28005 -1.58529
22 H -0.70171 -1.08673 -0.79778
23 H -1.38538 0.39517 1.09938

Atoms 1-3, force components in eV/Å:
0.48 -3.57 2.46
0.21 3.20 -1.66
0.86 0.25 -0.11